No. 1
{"formula": "CH6NP", "method": "ωB97M-V/def2-TZVPD", "multiplicity": 1, "smiles": "N#[PH2].C", "elements": ["P", "N", "C", "H", "H", "H", "H", "H", "H"], "coordinates": [[2.366847, 0.384640, -0.007600], [1.779013, -0.933030, -0.287010], [-1.934203, -0.314408, -0.025492], [2.173071, 1.218162, 1.182028], [-2.307922, -0.558237, -1.013421], [-1.233747, -1.189961, 0.068600], [-2.730447, -0.412952, 0.746089], [3.315206, 1.279252, -0.769249], [-1.427820, 0.526536, 0.106051]], "forces_ev_per_angstrom": [[1.6, 3.5, 0.7], [-0.6, -1.6, -0.5], [-1.7, -5.6, 0.2], [0.0, -0.7, -0.7], [-0.4, 0.9, -0.2], [-0.4, 0.9, 0.6], [0.5, 0.0, -0.7], [-1.0, -1.2, 0.5], [2.1, 3.8, 0.1]], "mulliken_charge": [0.17, -0.38, -0.96, 0.11, 0.25, 0.25, 0.24, 0.11, 0.22]}


No. 2
{"formula": "CH6NPS", "method": "ωB97M-V/def2-TZVPD", "multiplicity": 1, "elements": ["S", "P", "N", "C", "H", "H", "H", "H", "H", "H"], "coordinates": [[2.395721, 0.694634, 0.286961], [0.663096, -0.094565, -0.797609], [-1.523375, 1.440194, 0.215569], [-0.065045, -1.368126, 0.259365], [-2.050016, 0.716633, -0.352807], [-1.783629, 2.349053, -0.228270], [0.097840, -1.235851, 1.384475], [0.188518, -2.408053, -0.147657], [-1.132153, -1.284811, -0.000632], [3.209041, 1.190889, -0.619395]], "forces_ev_per_angstrom": [[-1.6, -1.1, 1.0], [-0.3, 2.3, 0.3], [0.7, -1.8, -1.4], [0.2, -0.9, 0.9], [0.5, 1.2, 0.7], [0.6, -0.8, 0.0], [-0.3, -0.4, -1.7], [0.2, 1.4, 0.8], [0.2, 0.1, 0.4], [-0.1, 0.1, -1.1]], "mulliken_charge": [-0.24, 0.26, -0.60, -0.77, 0.17, 0.16, 0.30, 0.34, 0.23, 0.16]}


No. 3
{"formula": "CH6NS", "method": "ωB97M-V/def2-TZVPD", "multiplicity": 1, "total_charge": -1, "elements": ["S", "N", "C", "H", "H", "H", "H", "H", "H"], "coordinates": [[0.986597, 0.563828, -0.996408], [-0.776151, -2.144558, -0.591917], [0.602804, 1.577482, 0.499790], [1.354982, 2.498076, 0.395843], [0.700056, 0.919393, 1.326412], [-1.486827, -1.514205, -0.973970], [-0.971052, -2.356481, 0.381281], [-0.421150, 1.905361, 0.496963], [0.010744, -1.448892, -0.537995]], "forces_ev_per_angstrom": [[0.0, 0.2, -0.1], [0.7, 0.6, -0.2], [1.7, 1.5, -2.0], [-1.7, -1.8, 1.1], [0.6, 0.0, 1.2], [-0.1, -0.4, 0.5], [-0.5, 0.1, 0.0], [-0.5, 0.5, -0.1], [-0.3, -0.6, -0.2]], "mulliken_charge": [-0.74, -0.74, -0.61, 0.12, 0.17, 0.27, 0.18, 0.18, 0.16]}


No. 4
{"formula": "CH6O", "method": "ωB97M-V/def2-TZVPD", "multiplicity": 1, "smiles": "C.O", "elements": ["O", "C", "H", "H", "H", "H", "H", "H"], "coordinates": [[-3.666399, -4.359478, -0.731400], [0.000000, 0.000000, 0.000000], [-0.542410, 0.718980, -0.631550], [-3.372699, -5.279377, -0.920590], [1.076370, 0.224700, -0.030460], [-0.172340, -1.020100, -0.373760], [-2.936089, -3.970518, -0.198840], [-0.360930, 0.076970, 1.036250]], "forces_ev_per_angstrom": [[1.1, -0.5, 0.4], [0.0, 0.0, 0.0], [0.2, -0.3, 0.2], [-0.3, 1.0, 0.2], [-0.4, -0.1, 0.0], [0.1, 0.4, 0.1], [-0.8, -0.5, -0.6], [0.1, 0.0, -0.4]], "mulliken_charge": [-0.65, -0.85, 0.22, 0.33, 0.22, 0.19, 0.32, 0.22]}


No. 5
{"formula": "CH6O", "method": "ωB97M-V/def2-TZVPD", "multiplicity": 1, "smiles": "C.O", "elements": ["O", "C", "H", "H", "H", "H", "H", "H"], "coordinates": [[-4.171306, 2.141509, -1.564563], [0.000000, 0.000000, 0.000000], [-1.085761, -0.131252, 0.117886], [0.270966, -0.117981, -1.059559], [-3.944330, 1.312683, -1.085192], [0.527491, -0.756319, 0.599772], [-3.521700, 2.187228, -2.302248], [0.287198, 1.005009, 0.342738]], "forces_ev_per_angstrom": [[0.9, -0.8, -0.3], [0.0, 0.0, 0.0], [0.4, 0.0, 0.0], [-0.1, 0.0, 0.4], [-0.2, 0.9, -0.5], [-0.2, 0.3, -0.2], [-0.7, -0.1, 0.8], [-0.1, -0.4, -0.1]], "mulliken_charge": [-0.65, -0.87, 0.18, 0.22, 0.32, 0.24, 0.32, 0.22]}


No. 6
{"formula": "CH6O", "method": "ωB97M-V/def2-TZVPD", "multiplicity": 2, "total_charge": 1, "elements": ["O", "C", "H", "H", "H", "H", "H", "H"], "coordinates": [[-0.305670, -0.612857, -2.191925], [0.049373, 0.482609, 1.205620], [1.039324, 0.352870, 1.667611], [0.553058, -0.987063, -2.471858], [-0.671122, -0.306372, 1.086020], [-0.480680, 1.209732, 1.813937], [0.378342, 0.808895, 0.195698], [-0.562626, -0.947814, -1.305100]], "forces_ev_per_angstrom": [[-0.4, 0.7, 0.2], [-0.2, 0.6, 0.5], [-0.1, -0.5, 0.0], [0.4, -0.3, 0.0], [0.2, -0.9, 0.0], [0.1, 0.4, -0.3], [0.0, 0.3, -0.6], [0.1, -0.2, 0.1]], "mulliken_charge": [-0.19, -0.75, 0.30, 0.46, 0.26, 0.26, 0.20, 0.46]}


No. 7
{"formula": "CH6O2", "method": "ωB97M-V/def2-TZVPD", "multiplicity": 1, "smiles": "CO.O", "elements": ["O", "O", "C", "H", "H", "H", "H", "H", "H"], "coordinates": [[-0.971666, -0.207912, 1.853870], [-0.096594, -0.278457, -0.774126], [1.083006, 0.552012, -1.068276], [1.650301, 0.183605, -1.959735], [1.732197, 0.416720, -0.190811], [0.672399, 1.616721, -1.189581], [-1.092598, -0.123754, 0.835267], [-0.308544, -0.991695, 1.763131], [-0.605708, -0.522715, -1.486569]], "forces_ev_per_angstrom": [[1.5, -2.2, -2.9], [2.6, 0.9, 2.6], [-1.5, 0.1, -0.3], [-0.7, 0.4, 0.6], [-0.3, 0.4, -0.3], [1.2, -1.4, 0.1], [0.2, 0.3, 2.4], [-1.6, 2.0, 0.8], [-1.4, -0.5, -2.9]], "mulliken_charge": [-0.66, -0.53, -0.43, 0.25, 0.19, 0.23, 0.39, 0.30, 0.26]}


No. 8
{"formula": "CH6O2Si", "method": "ωB97M-V/def2-TZVPD", "multiplicity": 1, "elements": ["Si", "O", "O", "C", "H", "H", "H", "H", "H", "H"], "coordinates": [[0.170955, -0.309257, 0.406321], [0.362609, -1.897653, 0.297163], [1.259414, 0.307946, 1.411763], [-0.133796, 0.580257, -1.269064], [-2.123247, 0.420413, 1.691661], [-0.340443, -0.038330, -2.068764], [1.145930, 0.759954, 2.290839], [0.810786, 1.142174, -1.453631], [-0.989111, 1.357453, -0.948660], [-0.163096, -2.322959, -0.357629]], "forces_ev_per_angstrom": [[-2.6, 1.8, 0.4], [0.7, -0.1, 0.7], [0.4, 0.8, 1.3], [0.0, 3.0, 4.0], [1.9, -0.7, -1.1], [-0.8, -1.2, -1.6], [-0.2, -0.9, -1.7], [-0.7, -0.2, 0.0], [1.8, -1.8, -1.2], [-0.6, -0.7, -0.8]], "mulliken_charge": [0.36, -0.41, -0.48, -0.90, -0.15, 0.37, 0.38, 0.26, 0.25, 0.31]}


No. 9
{"formula": "CH6O3", "method": "ωB97M-V/def2-TZVPD", "multiplicity": 1, "elements": ["O", "O", "O", "C", "H", "H", "H", "H", "H", "H"], "coordinates": [[-0.055776, -0.785100, -0.993966], [2.203495, -0.706296, -0.740818], [-2.103495, 1.409467, 0.975059], [-0.253188, -0.171008, 0.184923], [1.088044, -0.961394, -1.058525], [-1.380337, -0.216084, 0.340432], [0.387892, -0.629157, 0.935953], [-0.081700, 0.919943, 0.070670], [-2.804768, 1.745886, 1.559958], [2.999831, -0.606258, -1.273689]], "forces_ev_per_angstrom": [[-2.0, 1.1, 1.1], [-0.8, -0.1, 0.7], [0.9, -0.5, -0.5], [2.9, -1.3, -2.1], [2.9, -0.3, -0.1], [-1.6, 1.2, 0.8], [-0.5, 0.1, 0.6], [-1.0, 0.3, 0.3], [-0.1, -0.6, 0.0], [-0.6, -0.2, -0.6]], "mulliken_charge": [-0.36, -0.67, -0.57, -0.12, 0.44, 0.20, 0.31, 0.25, 0.27, 0.26]}


No. 10
{"formula": "CH6O4", "method": "ωB97M-V/def2-TZVPD", "multiplicity": 1, "smiles": "O=CO.O.O", "elements": ["O", "O", "O", "O", "C", "H", "H", "H", "H", "H", "H"], "coordinates": [[-0.761350, -0.736115, -0.130894], [0.764494, -2.142731, -0.866680], [0.430979, 2.007973, 3.431312], [-0.418827, 1.608214, -2.862498], [0.076077, -1.780689, 0.033887], [0.327821, 1.015334, -2.990079], [0.470733, 2.496646, 2.596792], [0.928796, 2.581537, 4.026794], [-1.298059, -0.473028, 0.625835], [0.059726, -2.227443, 1.029348], [-0.696485, 1.472981, -1.952533]], "forces_ev_per_angstrom": [[-0.1, 0.4, -0.4], [0.0, -0.1, 0.1], [0.2, 0.4, -0.3], [0.0, 0.2, -0.1], [-0.1, 0.3, -0.2], [0.0, -0.1, 0.1], [-0.1, -0.2, 0.1], [-0.1, -0.2, 0.1], [0.3, -0.4, 0.3], [0.0, -0.1, 0.2], [0.0, -0.2, 0.0]], "mulliken_charge": [-0.41, -0.44, -0.64, -0.63, 0.24, 0.33, 0.32, 0.32, 0.34, 0.27, 0.30]}


Respective energy values: -437.66376; -835.86930; -494.64869; -116.92351; -116.92363; -116.46752; -192.13784; -481.63189; -267.10890; -342.65359 hartree.